{"formula": "C27H25BF3O18", "method": "ωB97M-V/def2-TZVPD", "total_energy_ha": -2722.7711, "multiplicity": 1, "charge": -1, "orbital_gap_ev": 4.40, "symbols": ["F", "F", "F", "O", "O", "O", "O", "O", "O", "O", "O", "O", "O", "O", "O", "O", "O", "O", "O", "O", "O", "C", "C", "C", "C", "C", "C", "C", "C", "C", "C", "C", "C", "C", "C", "C", "C", "C", "C", "C", "C", "C", "C", "C", "C", "C", "C", "C", "B", "H", "H", "H", "H", "H", "H", "H", "H", "H", "H", "H", "H", "H", "H", "H", "H", "H", "H", "H", "H", "H", "H", "H", "H", "H"], "xyz": [[0.8239, -3.1289, 0.2190], [0.9411, -1.1491, 1.0102], [-0.6212, -1.6502, -0.3570], [-7.0146, -3.0381, 1.7333], [4.2511, 3.5919, 2.6277], [-11.7461, -2.6409, -0.9495], [7.7539, -1.6882, -1.0014], [4.8224, 0.0370, -1.5928], [-3.1408, -2.7708, -1.8126], [3.5362, 0.3869, 0.3076], [-6.9752, -1.3752, -4.1575], [-11.7087, -2.7566, 1.6205], [-7.0795, 0.6615, -2.5942], [6.2135, -2.9567, -2.0634], [5.3593, 8.0348, 1.5192], [-7.0498, -2.8728, -0.8481], [-3.2846, -0.7067, -0.1950], [4.2040, 8.7536, 3.7030], [7.7262, -0.1933, -2.6896], [3.0347, 4.3209, 4.7661], [1.2756, -0.0960, -1.5347], [6.8145, -2.6990, -1.0707], [-9.3956, -2.7544, -1.0798], [4.8343, 7.0541, 2.2430], [-6.1388, -0.0838, -2.3524], [6.9655, 0.5526, -0.5266], [-10.5967, -2.8005, 1.1204], [-9.3609, -2.9144, 1.8557], [7.4857, -0.4202, -1.5496], [3.5742, 5.2928, 4.0550], [1.5493, -1.4705, -1.2892], [-4.0582, -2.0103, -2.0465], [4.6683, 1.1950, 0.4630], [-5.0327, -2.1948, -3.1024], [-4.1933, -0.7966, -1.1391], [5.5095, 0.9906, -0.8425], [6.6953, -3.3975, 0.2523], [4.2672, 4.7938, 2.7987], [4.8832, 5.7580, 1.9098], [-6.0105, -1.2954, -3.2446], [-8.1577, -2.8537, -0.3418], [0.6999, -1.8359, -0.0921], [-8.2055, -2.9401, 1.1724], [4.1638, 7.5480, 3.5099], [-10.5476, -2.7295, -0.3947], [-5.1828, 0.1038, -1.2956], [3.5323, 6.5934, 4.3870], [3.0324, -1.8204, -1.1335], [4.0592, -0.7140, -0.5354], [-9.3491, -2.7019, -2.1587], [-9.4041, -2.9730, 2.9339], [-5.2853, 0.9679, -0.6543], [4.3814, 2.2487, 0.5571], [5.5625, 1.9474, -1.3832], [-6.3591, -3.0217, 1.0059], [5.1694, 8.8572, 2.0157], [5.3600, 5.3969, 1.0094], [7.6666, -3.4812, 0.7423], [7.6450, 1.4140, -0.5518], [6.2551, -4.3837, 0.0960], [7.0088, 0.1048, 0.4680], [-7.5200, -0.5722, -4.0210], [1.1166, -2.0772, -2.1015], [-4.9503, -3.0715, -3.7290], [1.5451, 0.0944, -2.4394], [-2.6307, -1.4288, -0.2942], [4.9268, -1.3291, 0.1891], [3.3948, -2.0596, -2.1432], [5.2478, 0.8776, 1.3483], [6.0337, -2.7875, 0.8770], [3.1282, -2.7456, -0.5558], [3.2204, 3.4918, 4.2726], [-12.3834, -2.6376, -0.2052], [3.0445, 6.9557, 5.2807]], "forces_ev_per_a": [[0.08, -0.67, 0.03], [0.30, 0.40, 0.40], [-0.42, 0.05, -0.22], [-0.02, 0.00, 0.07], [0.04, 0.10, 0.09], [0.02, 0.01, -0.07], [-0.07, 0.12, 0.45], [0.02, -0.17, 0.20], [-0.04, 0.02, 0.02], [0.12, -0.05, 0.04], [0.00, -0.03, -0.02], [0.02, -0.01, -0.01], [0.01, -0.02, 0.03], [-0.13, -0.07, -0.16], [0.03, -0.04, -0.05], [-0.05, -0.04, 0.11], [-0.03, 0.06, 0.11], [-0.01, -0.02, -0.01], [0.18, 0.12, -0.06], [-0.02, 0.06, 0.06], [-0.20, -0.17, -0.25], [0.07, 0.10, 0.11], [0.01, 0.00, -0.08], [0.00, 0.06, 0.02], [-0.03, 0.00, 0.06], [0.19, 0.00, 0.16], [0.01, 0.00, 0.03], [-0.03, -0.01, 0.09], [-0.28, -0.14, -0.27], [-0.02, -0.06, -0.03], [0.14, 0.03, -0.26], [-0.04, -0.04, 0.03], [-0.25, -0.03, -0.31], [0.11, 0.00, -0.16], [0.01, -0.05, -0.06], [0.09, 0.37, -0.08], [0.10, -0.32, -0.01], [0.00, 0.02, -0.05], [0.04, -0.06, -0.05], [0.00, -0.04, -0.08], [-0.01, 0.03, -0.06], [0.05, 0.20, -0.06], [0.04, 0.01, -0.05], [-0.03, -0.01, 0.04], [-0.04, 0.01, 0.04], [-0.04, 0.09, 0.06], [-0.03, 0.05, 0.07], [-0.15, 0.26, -0.22], [0.39, -0.12, 0.55], [-0.01, 0.01, 0.00], [0.02, 0.01, 0.00], [0.04, -0.01, 0.00], [-0.01, -0.19, 0.20], [-0.04, -0.21, -0.17], [-0.05, 0.01, -0.03], [-0.02, -0.04, 0.03], [0.00, 0.01, 0.00], [-0.03, 0.01, -0.07], [-0.16, -0.04, 0.05], [0.01, 0.12, 0.07], [0.07, -0.03, -0.16], [0.03, 0.01, 0.04], [-0.05, 0.03, 0.14], [0.00, 0.01, 0.00], [0.19, 0.03, 0.20], [-0.01, 0.01, -0.13], [-0.29, 0.21, -0.27], [0.07, -0.02, 0.18], [0.00, 0.19, -0.04], [0.12, -0.12, -0.15], [-0.11, 0.03, -0.10], [0.02, 0.03, -0.03], [0.05, 0.00, 0.03], [0.00, -0.02, 0.00]]}